The following is a quantum chemistry calculation of the molecule C3H11N3, from the OMol25 dataset.

Each atom is followed by the atoms it is bonded to, with distances in Å.
CARTESIAN COORDINATES (ANGSTROEM)
1 C -0.03 -1.37 0.14  N2 1.478, C5 1.473, H7 1.242, H8 1.079
2 N -1.18 -0.44 0.15  C1 1.478, C3 1.392, H9 1.018
3 C -0.88 0.88 -0.17  N2 1.392, N4 1.530, H10 1.119, H11 1.093
4 N -2.08 1.71 -0.62  C3 1.530, H12 1.051, H13 1.033
5 C 1.19 -0.84 0.77  C1 1.473, N6 1.546, H14 1.147, H15 1.144
6 N 2.26 -0.19 -0.14  C5 1.546, H16 1.050, H17 1.107
7 H 0.18 -1.67 -1.05  C1 1.242
8 H -0.51 -2.26 0.54  C1 1.079
9 H -1.78 -0.47 0.98  N2 1.018
10 H -0.31 0.91 -1.13  C3 1.119
11 H -0.44 1.50 0.61  C3 1.093
12 H -1.62 2.26 -1.39  N4 1.051
13 H -2.51 1.06 -1.29  N4 1.033
14 H 1.01 -0.03 1.56  C5 1.147
15 H 1.75 -1.82 0.96  C5 1.144
16 H 3.01 -0.04 0.58  N6 1.050
17 H 1.96 0.80 -0.52  N6 1.107

Output
Structure (SMILES) = NCCNCN
HOMO-LUMO gap = 9.9 eV
Total charge = 0
ΔE to the lowest compared entry with this formula, charge and spin = 60.8 kcal/mol

Atom charges from the Löwdin analysis, given in e for atoms 1 to 5: -0.257, -0.098, -0.382, -0.028, -0.298